18
Properties=species:S:1:pos:R:3:forces:R:3 method="wB97M-V/def2-TZVPD" molar_mass_da=163.27 e_tot_ha=-1122.1087 e_above_lowest_kcal_mol=86.3 lumo_ev=0.5 gap_ev=8.648 homo_ev=-8.14
C 0.5699 -0.7153 2.3297 -1.963 1.017 -0.519
C 0.4573 -1.1362 -0.3254 -0.630 2.977 1.680
C 0.0492 0.5198 -0.0743 0.487 -3.096 0.597
C 0.7608 1.3806 -1.1772 -0.683 -1.348 1.436
C -1.5723 0.5821 0.0887 2.026 1.933 -1.325
N 0.2303 -1.6970 -1.4633 -0.747 5.819 -0.284
O 0.4812 -2.8117 -1.9136 -0.147 -0.787 -0.593
S 1.1427 -1.8610 1.0723 1.080 -1.304 0.517
S 0.6133 1.0218 1.6399 1.100 -1.271 -0.469
H -0.5150 -0.9005 2.4285 0.482 -0.088 0.253
H 0.9848 -0.8075 3.3511 0.378 0.009 -0.958
H -0.1281 -0.6031 -2.0556 0.776 -4.289 0.390
H 1.8425 1.4770 -1.3514 -0.354 -1.102 0.535
H 0.4618 2.3316 -0.9549 -0.788 2.949 0.543
H 0.2097 1.1727 -2.0454 -0.303 -0.305 -1.801
H -1.9520 -0.3192 0.6077 0.083 0.532 -0.805
H -1.9956 0.9044 -0.9173 -0.069 -1.058 1.265
H -1.6405 1.4616 0.7605 -0.726 -0.590 -0.462

---

13
Properties=species:S:1:pos:R:3:forces:R:3 method="wB97M-V/def2-TZVPD" molar_mass_da=98.10 smiles="[H]/N=C/OCCC#N" e_tot_ha=-340.7465 e_above_lowest_kcal_mol=30.4 lumo_ev=0.7 gap_ev=11.436 homo_ev=-10.70
H -2.4155 1.6014 -0.4239 -0.223 -0.107 0.071
N -1.6482 0.9436 -0.4450 -0.097 -0.162 0.191
C -1.8937 -0.1440 0.1498 0.003 0.280 -0.101
O -0.9740 -1.1239 0.2260 -0.051 0.081 0.001
C 0.2732 -0.8016 -0.3930 0.199 -0.021 -0.133
C 1.0938 0.0941 0.5414 -0.026 0.008 0.063
C 2.3515 0.5125 -0.0797 0.853 0.266 -0.427
N 3.3385 0.8451 -0.5825 -0.953 -0.350 0.476
H -2.8091 -0.4451 0.6689 0.137 0.087 -0.144
H 0.0860 -0.2862 -1.3374 0.103 -0.110 0.099
H 0.7755 -1.7520 -0.5771 -0.063 0.096 0.073
H 0.5119 0.9901 0.7773 0.114 -0.128 -0.050
H 1.3101 -0.4340 1.4753 0.004 0.061 -0.121

---

15
Properties=species:S:1:pos:R:3:forces:R:3 method="wB97M-V/def2-TZVPD" molar_mass_da=117.11 smiles="NNC(=NC=O)NN" e_tot_ha=-429.3069 e_above_lowest_kcal_mol=73.1 lumo_ev=0.3 gap_ev=9.507 homo_ev=-9.23
N 2.5147 -0.4069 0.3461 -0.658 3.018 -1.269
N 1.2592 -1.0403 0.0025 2.851 -1.170 0.155
C 0.1622 -0.3416 -0.3101 1.319 -0.460 2.741
N -0.8302 -1.0409 -0.6517 -1.627 -2.099 -2.056
C -2.0330 -1.1225 -0.0982 -2.674 1.051 0.772
O -2.4749 -0.3792 0.8333 0.918 -1.887 -1.912
N 0.2190 0.9546 0.0547 -0.402 0.997 0.836
N -0.9226 1.6535 -0.4144 2.533 2.069 -0.347
H 2.8071 0.1227 -0.6245 -0.689 -1.139 3.391
H 2.2994 0.3982 1.1363 0.932 -2.701 -2.765
H 1.3575 -2.0595 -0.2499 -0.521 1.904 0.529
H -2.7273 -1.9676 -0.5953 1.413 1.776 1.193
H 0.6854 1.1446 1.0199 -1.536 -0.203 -2.276
H -1.7719 1.4541 0.0878 -0.175 0.250 0.693
H -0.5445 2.6309 -0.5366 -1.683 -1.405 0.316

---

53
Properties=species:S:1:pos:R:3:forces:R:3 method="wB97M-V/def2-TZVPD" molar_mass_da=754.68 e_tot_ha=-3752.2233 e_above_lowest_kcal_mol=31.8 lumo_ev=-10.6 gap_ev=5.927 charge=+3 homo_ev=-16.56
Zr 0.0698 -0.2410 -0.0078 1.179 1.018 0.461
C -0.4573 1.1169 -3.2632 -0.051 0.239 0.033
C -0.2975 2.0688 -2.1205 0.160 0.021 -0.238
C -0.7299 3.3880 -2.1814 0.076 -0.022 0.052
C -0.4260 4.2635 -1.1541 0.031 0.007 0.035
C 0.4008 3.8425 -0.1093 -0.040 -0.042 0.000
C 0.8079 2.5273 -0.1000 0.643 -0.077 0.157
N 0.4126 1.6451 -1.0459 -0.586 0.656 -0.443
Sb 2.5885 1.8085 0.9766 -0.478 -0.249 -0.178
C 2.9519 0.1533 -0.4970 -0.171 0.467 0.448
C 4.2384 -0.0410 -0.9527 -0.119 0.092 0.115
C 4.4933 -1.0958 -1.8322 -0.084 -0.088 -0.056
C 3.4554 -1.9190 -2.2409 0.164 0.126 0.021
C 2.1770 -1.6719 -1.7694 -0.108 -0.064 0.017
C 0.9742 -2.4889 -2.1566 0.166 0.102 0.038
N 1.9506 -0.6587 -0.9078 0.940 -0.752 -1.085
C 1.3986 0.4699 2.2789 0.252 -0.038 -0.259
C 1.2537 0.7225 3.6282 0.067 0.065 -0.060
C 0.9970 -0.3501 4.4843 0.045 0.007 0.002
C 0.9572 -1.6371 3.9758 0.016 0.102 0.025
C 1.0311 -1.8322 2.6011 0.206 -0.039 -0.115
C 0.9475 -3.1877 1.9701 0.013 0.039 0.192
N 1.2106 -0.7755 1.7717 0.025 -0.749 1.416
H -1.2727 1.4156 -3.9156 -0.021 -0.018 -0.007
H -0.6505 0.1046 -2.9253 -0.038 -0.118 -0.044
H 0.4627 1.1271 -3.8539 0.013 -0.015 0.019
H -1.2983 3.7213 -3.0388 0.006 -0.012 -0.014
H -0.7749 5.2880 -1.1872 -0.019 -0.006 -0.005
H 0.7237 4.5356 0.6557 0.057 0.018 -0.032
H 5.0378 0.6137 -0.6318 0.038 -0.035 -0.013
H 5.5004 -1.2678 -2.1910 -0.006 0.001 -0.011
H 3.6321 -2.7411 -2.9211 -0.010 0.006 -0.004
H 1.2440 -3.2646 -2.8697 -0.080 -0.046 0.001
H 0.2115 -1.8674 -2.6353 -0.013 -0.010 -0.049
H 0.5347 -2.9998 -1.2915 0.009 -0.042 0.003
H 1.3841 1.7238 4.0178 0.031 -0.021 0.050
H 0.8820 -0.1748 5.5468 -0.002 -0.029 0.002
H 0.8428 -2.4843 4.6393 -0.029 -0.031 -0.046
H 0.2306 -3.8326 2.4763 -0.046 0.029 -0.043
H 1.9213 -3.6798 2.0386 0.015 0.031 -0.036
H 0.6890 -3.1154 0.9124 -0.017 -0.084 -0.038
Cl -6.9025 0.0726 1.8686 0.056 -0.019 0.022
C -5.3803 0.0717 1.1151 -0.106 0.054 -0.072
C -4.3118 -0.6112 1.7016 0.016 -0.025 0.102
Cl -4.4740 -1.4451 3.1789 0.014 0.001 0.010
C -3.0981 -0.5869 1.0441 0.036 0.148 -0.425
Cl -1.6660 -1.3340 1.6860 -0.225 -0.307 0.583
C -2.8796 0.0447 -0.1723 -1.009 -0.103 0.136
O -1.6498 -0.0854 -0.7409 -1.419 0.046 -0.497
C -3.9447 0.7492 -0.7317 0.305 -0.232 -0.105
Cl -3.7254 1.5578 -2.2200 0.056 0.028 -0.150
C -5.1900 0.7575 -0.0944 0.011 0.003 0.029
Cl -6.4834 1.5997 -0.8085 0.032 -0.032 0.057

---

91
Properties=species:S:1:pos:R:3:forces:R:3 method="wB97M-V/def2-TZVPD" molar_mass_da=870.82 spin_multiplicity=4 e_tot_ha=-4924.7235 e_above_lowest_kcal_mol=0.0 lumo_ev="-12.0 / -14.5" gap_ev="5.608 / 3.093" charge=+4 homo_ev="-17.59 / -17.59"
P 3.5658 -0.8663 -1.3449 4.683 -1.019 1.610
C 4.1332 -0.8354 0.4085 -1.600 0.681 0.542
H 5.1103 -1.3258 0.5252 -0.206 0.056 -0.531
H 3.4016 -1.3536 1.0405 0.221 0.049 0.027
H 4.1951 0.2076 0.7458 -0.035 -0.284 -0.027
C 4.2409 -2.5161 -1.8078 -1.717 -0.442 -0.969
H 4.3370 -2.5694 -2.9000 0.068 -0.142 0.263
H 3.5178 -3.2779 -1.4843 0.386 -0.049 -0.085
H 5.2100 -2.6962 -1.3254 -0.243 0.420 0.041
C 4.8510 0.2383 -2.0770 -1.229 1.030 -0.616
H 5.7902 -0.3017 -2.2573 -0.390 -0.229 0.124
H 5.0233 1.0858 -1.4010 -0.094 -0.212 -0.193
H 4.4670 0.6279 -3.0291 0.499 0.054 0.037
P -1.4431 3.5324 -2.5196 0.143 -0.008 -0.960
C -1.4013 3.9367 -0.7569 0.064 -0.434 0.173
H -1.8314 4.9344 -0.5945 0.083 -0.214 -0.137
H -0.3667 3.9232 -0.3939 -0.197 0.069 -0.039
H -1.9800 3.1877 -0.2057 0.094 0.299 0.040
C -0.4126 4.8056 -3.3199 0.156 -0.384 0.004
H -0.3914 4.6458 -4.4048 -0.039 0.192 0.204
H 0.6119 4.7432 -2.9323 -0.184 0.113 -0.087
H -0.8282 5.7976 -3.0982 0.095 -0.220 -0.071
C -3.1311 3.8441 -3.1173 -0.034 -0.279 0.025
H -3.2983 4.9248 -3.2195 0.014 -0.246 0.113
H -3.8417 3.4189 -2.3992 0.019 0.143 -0.181
H -3.2818 3.3632 -4.0923 -0.014 0.200 0.215
P -2.5424 -1.6521 -1.2627 0.487 -0.545 0.327
C -3.3250 -1.7718 0.3272 -0.084 0.310 0.298
H -4.0168 -2.6267 0.3107 0.109 0.181 -0.109
H -3.8790 -0.8489 0.5403 -0.009 -0.257 0.036
H -2.5719 -1.9304 1.1093 -0.017 0.146 -0.123
C -3.6742 -2.0589 -2.5841 -0.143 0.122 -0.350
H -4.4902 -2.6465 -2.1420 0.095 0.137 -0.188
H -3.1713 -2.6596 -3.3519 -0.181 0.078 0.184
H -4.0829 -1.1431 -3.0324 -0.107 -0.303 0.079
C -1.0449 -2.6137 -1.3214 0.287 -0.021 -0.204
H -1.3357 -3.6555 -1.1172 0.042 0.163 -0.040
H -0.3563 -2.2518 -0.5425 -0.190 0.111 0.081
H -0.5655 -2.5639 -2.3082 -0.264 -0.096 0.244
Re -0.5886 1.0496 -3.3592 -3.534 3.808 8.659
C 0.6498 1.5285 -1.8615 2.579 0.824 3.639
O 1.3806 1.8173 -1.0070 -2.217 -0.891 -2.914
C -2.0670 0.1919 -1.6557 -1.783 2.521 2.151
O -2.6901 1.0032 -0.9907 2.111 -2.488 -2.345
C -1.6528 0.5903 -5.1472 -1.926 0.161 -1.378
C -1.1178 -0.5730 -4.5834 -0.160 -1.669 -0.844
C 0.2381 -0.6211 -4.2220 1.169 -2.539 -1.266
C 1.0531 0.5031 -4.4449 2.262 -0.854 -0.750
C 0.5065 1.6831 -4.9736 1.342 1.319 -1.874
C -0.8528 1.7251 -5.3244 -0.359 0.571 -1.955
H -2.7141 0.6501 -5.3653 0.132 -0.083 -0.130
H -1.7613 -1.4239 -4.3968 0.049 0.143 0.009
H 0.6531 -1.5086 -3.7588 0.021 0.117 -0.107
H 2.0954 0.4726 -4.1495 -0.071 0.062 -0.111
H 1.1195 2.5693 -5.0813 0.072 -0.076 0.041
H -1.2943 2.6412 -5.6962 -0.038 0.000 0.048
O 0.0370 -0.6063 0.9275 -0.192 -0.328 -0.621
As 0.1811 -0.7771 2.5924 -0.285 1.032 0.524
C 1.8632 -1.6473 3.0197 -0.184 -0.101 0.162
C 2.0863 -2.9700 2.6102 0.274 0.115 0.094
C 3.3162 -3.5788 2.8899 -0.230 0.062 -0.133
C 4.3137 -2.8696 3.5667 -0.117 0.133 -0.009
C 4.0843 -1.5516 3.9756 -0.142 0.024 -0.122
C 2.8562 -0.9351 3.7045 -0.013 -0.193 -0.062
C 0.1367 1.0004 3.4026 0.248 -0.131 -0.257
C 0.2230 1.1665 4.7885 -0.098 0.317 -0.078
C 0.1018 2.4513 5.3374 0.034 -0.207 -0.204
C -0.1050 3.5543 4.5014 -0.009 -0.159 -0.158
C -0.1774 3.3817 3.1130 0.062 -0.351 0.022
C -0.0433 2.1020 2.5569 -0.034 0.106 0.468
C -1.4186 -1.6105 3.3306 0.442 -0.297 0.111
C -1.4505 -2.9931 3.5485 -0.377 0.078 -0.079
C -2.6364 -3.5883 3.9956 0.096 0.004 -0.055
C -3.7678 -2.8050 4.2481 0.146 0.028 -0.110
C -3.7169 -1.4195 4.0659 0.248 0.070 -0.143
C -2.5359 -0.8151 3.6164 -0.117 -0.143 -0.129
H 1.3054 -3.5139 2.0749 0.266 0.039 0.144
H 3.4870 -4.6127 2.5836 -0.026 0.307 0.131
H 5.2708 -3.3481 3.7829 -0.313 0.132 -0.030
H 4.8583 -0.9982 4.5108 -0.237 -0.196 -0.144
H 2.6688 0.0927 4.0181 0.119 -0.266 -0.021
H 0.3786 0.3041 5.4382 -0.086 0.226 -0.075
H 0.1671 2.5814 6.4193 -0.027 -0.004 -0.357
H -0.2102 4.5520 4.9320 0.040 -0.330 -0.126
H -0.3411 4.2385 2.4560 0.082 -0.177 0.281
H -0.0794 1.9381 1.4805 -0.040 0.046 0.171
H -0.5580 -3.5944 3.3718 -0.296 0.050 0.113
H -2.6734 -4.6685 4.1481 0.008 0.338 0.026
H -4.6902 -3.2746 4.5945 0.306 0.137 -0.069
H -4.5935 -0.8025 4.2712 0.273 -0.202 0.018
H -2.4868 0.2669 3.4802 -0.041 -0.256 0.089

---

65
Properties=species:S:1:pos:R:3:forces:R:3 method="wB97M-V/def2-TZVPD" molar_mass_da=620.51 e_tot_ha=-2570.4888 e_above_lowest_kcal_mol=163.7 lumo_ev=-1.9 gap_ev=7.880 homo_ev=-9.82
C 2.9329 -4.3332 5.5743 -0.094 0.832 -1.559
C 3.8565 -5.3309 4.6247 4.938 -3.258 2.833
O 4.9160 -5.9323 5.1876 -6.778 3.731 -3.700
O 3.6002 -5.5967 3.1873 0.723 2.379 2.652
C 3.9287 -4.3035 2.5050 -0.575 0.483 -0.284
C 3.6889 -4.3599 0.8716 -1.169 -0.237 1.039
C 3.3266 -2.8316 0.3915 -1.051 -0.525 -0.772
Si 4.6639 -1.5095 0.9365 -0.473 -2.146 -0.449
C 4.0448 -0.4371 2.4213 -1.565 1.842 2.642
F 3.6647 0.9411 1.9478 1.267 -3.846 1.927
F 2.7976 -0.9789 3.0717 3.685 1.735 -1.722
F 5.0720 -0.3836 3.5065 -3.341 0.376 -3.143
H 3.4056 -3.2460 5.4482 -0.923 -2.357 0.333
H 2.9500 -4.6143 6.7127 0.146 0.213 -2.568
H 1.8277 -4.2390 5.1396 2.426 -0.416 1.038
H 5.0316 -4.0559 2.8217 -2.162 -0.180 -0.816
H 3.1353 -3.5115 2.9137 1.949 -1.414 -0.837
H 2.6963 -4.9985 0.7173 2.234 1.227 0.284
H 4.5538 -4.8735 0.2729 -1.559 1.190 1.277
H 2.2618 -2.5330 0.8278 2.234 -0.684 -0.925
H 3.2130 -2.8397 -0.7947 0.266 0.175 2.544
H 5.1781 -0.7435 -0.1913 -0.149 0.580 -0.005
H 5.7973 -2.3174 1.4528 -0.077 0.363 0.139
C 4.0981 2.3994 -4.5728 0.168 0.303 0.045
C 3.4142 1.3838 -4.0422 -0.393 -1.114 -1.481
C 3.1254 1.3243 -2.5825 -0.156 -0.052 0.901
O 2.4783 0.3880 -2.1269 0.327 0.323 -0.493
C 3.6423 2.4086 -1.7330 -0.243 -0.443 -0.033
C 4.3292 3.4224 -2.2633 0.472 1.175 1.523
C 4.5939 3.4956 -3.7264 0.414 0.440 -0.998
O 5.2124 4.4494 -4.1868 -0.440 -0.623 0.637
O 4.8202 4.4433 -1.4703 -0.375 -1.060 -1.732
O 2.9473 0.3485 -4.8311 0.297 0.993 1.687
H 4.3132 2.4565 -5.6324 -0.021 0.004 0.070
H 3.4407 2.3439 -0.6715 -0.030 0.019 -0.021
H 5.2782 5.0553 -2.0869 -0.188 -0.236 0.246
H 2.4841 -0.2602 -4.2153 0.159 0.252 -0.272
C -2.8292 2.1688 0.9463 0.178 0.355 0.187
C -2.8895 1.1720 0.0611 -1.193 -1.016 0.141
C -1.6970 0.7723 -0.7363 0.767 -0.300 -0.667
O -1.7779 -0.1600 -1.5283 -0.301 0.575 0.571
C -0.4511 1.5298 -0.5398 -0.181 -0.301 -0.222
C -0.3920 2.5288 0.3428 1.729 0.582 -0.129
C -1.5766 2.9101 1.1597 -0.660 0.586 0.712
O -1.4864 3.8208 1.9762 0.242 -0.605 -0.667
O 0.7749 3.2467 0.5305 -1.859 -0.488 0.280
O -4.0640 0.4724 -0.1468 10.944 -0.915 2.559
H -3.6876 2.4684 1.5342 0.071 -0.038 0.013
H 0.4030 1.2406 -1.1386 -0.007 -0.036 0.048
H 0.5633 3.9128 1.2204 0.095 -0.273 -0.257
H -3.8506 -0.1975 -0.8323 0.345 -0.019 0.514
C -7.9554 0.7354 0.0408 -0.429 0.010 0.037
C -7.0391 0.8679 -0.9202 0.863 -0.060 0.365
C -7.4321 1.1193 -2.3344 -0.189 0.158 -0.950
O -6.5670 1.2555 -3.1924 -0.293 -0.154 0.781
C -8.8676 1.1900 -2.6487 0.380 0.028 -0.176
C -9.7838 1.0540 -1.6880 -1.641 0.162 -0.926
C -9.3901 0.8302 -0.2699 -0.045 -0.189 1.149
O -10.2547 0.7274 0.5937 0.361 0.104 -0.842
O -11.1347 1.1166 -1.9768 1.601 -0.193 1.149
O -5.6888 0.7773 -0.6362 -10.000 1.639 -3.638
H -7.6837 0.5546 1.0732 -0.028 0.017 -0.044
H -9.1398 1.3553 -3.6832 0.000 -0.002 0.055
H -11.5914 0.9912 -1.1164 0.191 0.058 -0.342
H -5.2321 0.9088 -1.4955 -0.885 0.270 0.296